# C43H34ClN5O2PSr

C43H34ClN5O2PSr as an isolated structure (ωB97M-V with the def2-TZVPD basis set, OMol25).

Results
Total energy (eV): -79341.6981
Kohn-Sham gap (eV): 6.23
Multiplicity: 1
Relative energy (zero: lowest compared OMol25 entry of this formula, charge and spin) (kJ/mol): 12.74
Lowest unoccupied orbital energy (eV): 2.4
Net charge: -1

Geometry as XYZ:
```
87
Properties=species:S:1:pos:R:3:forces:R:3
Sr -1.480 0.602 0.937 -0.1 0.3 -0.6
O 1.936 1.879 3.723 0.0 -0.1 0.0
C 0.961 1.739 2.965 0.0 0.1 -0.1
N 0.059 0.764 2.872 0.0 0.0 0.2
C 0.035 -0.314 3.790 0.1 0.0 0.0
C 0.701 -0.271 5.021 -0.1 0.0 0.0
C 0.592 -1.294 5.950 0.0 0.0 0.0
C -0.188 -2.397 5.665 0.0 0.0 0.0
C -0.839 -2.483 4.443 0.0 0.0 0.0
C -0.738 -1.475 3.475 0.0 0.0 0.0
N -1.392 -1.540 2.220 0.1 -0.1 0.1
C -1.789 -2.709 1.723 0.0 -0.1 0.0
O -1.722 -3.857 2.198 0.0 0.1 0.0
C -2.409 -2.651 0.321 0.1 0.0 0.0
C -2.976 -3.823 -0.173 0.0 0.0 -0.1
C -3.552 -3.822 -1.430 0.0 0.0 0.0
C -3.557 -2.648 -2.167 0.0 0.0 0.0
C -2.968 -1.530 -1.606 0.0 -0.1 0.0
N -2.392 -1.524 -0.401 -0.1 -0.1 0.1
C 0.797 2.900 1.963 0.0 -0.2 0.4
C 1.449 4.092 2.272 0.1 0.1 -0.2
C 1.379 5.143 1.376 0.0 0.0 0.0
C 0.667 4.979 0.196 0.0 0.0 0.0
C 0.026 3.771 -0.015 0.0 0.0 0.0
N 0.076 2.760 0.852 -0.1 0.0 0.0
H 1.307 0.590 5.240 0.0 0.0 0.0
H 1.121 -1.216 6.894 0.0 0.0 0.0
H -0.293 -3.204 6.382 0.0 0.0 0.0
H -1.434 -3.349 4.215 0.0 0.0 0.0
H -2.940 -4.699 0.456 0.0 0.0 0.0
H -4.000 -4.725 -1.829 0.0 0.0 0.0
H -4.014 -2.580 -3.145 0.0 0.0 0.0
H -2.987 -0.591 -2.143 0.0 0.0 0.0
H 2.009 4.139 3.193 0.0 0.0 0.0
H 1.877 6.081 1.589 0.0 0.0 0.0
H 0.597 5.767 -0.541 0.0 0.0 0.0
H -0.558 3.600 -0.914 0.0 0.0 0.0
N -0.555 0.472 -1.911 0.0 0.2 0.3
C 0.600 0.977 -2.518 0.0 0.0 -0.2
C 0.518 1.746 -3.677 0.0 0.0 0.0
C 1.669 2.245 -4.264 0.0 0.0 0.0
C 2.914 1.971 -3.711 0.0 0.0 0.0
C 2.993 1.219 -2.547 0.0 0.0 0.0
C 1.848 0.727 -1.926 0.0 0.1 0.0
P 1.803 0.036 -0.247 0.1 -0.2 0.3
C 3.560 0.052 0.258 0.0 -0.1 -0.1
C 4.465 -0.942 -0.116 0.0 0.0 0.0
C 5.788 -0.877 0.293 0.0 0.0 0.0
C 6.219 0.179 1.086 0.0 0.0 0.0
C 5.323 1.164 1.473 0.0 0.0 0.0
C 3.998 1.099 1.065 0.0 0.0 0.0
C 1.494 -1.750 -0.495 0.0 0.0 0.0
C 1.336 -2.359 -1.737 0.0 0.0 0.0
C 0.990 -3.703 -1.817 0.0 0.0 0.0
C 0.814 -4.445 -0.659 0.0 0.0 0.0
C 0.980 -3.848 0.586 0.0 0.0 0.0
C 1.305 -2.504 0.667 0.0 0.0 0.0
H -1.415 0.659 -2.410 0.0 0.0 -0.1
H -0.486 -0.495 -1.630 -0.1 -0.2 -0.1
H -0.454 1.936 -4.120 0.0 0.0 0.0
H 1.593 2.842 -5.165 0.0 0.0 0.0
H 3.816 2.352 -4.173 0.0 0.0 0.0
H 3.958 1.037 -2.091 0.0 0.0 0.0
H 4.127 -1.772 -0.725 0.0 0.0 0.0
H 6.482 -1.656 0.001 0.0 0.0 0.0
H 7.250 0.224 1.414 0.0 0.0 0.0
H 5.645 1.974 2.115 0.0 0.0 0.0
H 3.296 1.850 1.407 0.0 0.0 0.0
H 1.480 -1.779 -2.643 0.0 0.0 0.0
H 0.854 -4.166 -2.787 0.0 0.0 0.0
H 0.528 -5.488 -0.721 0.0 0.0 0.0
H 0.799 -4.411 1.492 0.0 0.0 0.0
H 1.387 -2.029 1.640 0.0 0.0 0.0
Cl -5.217 0.124 -5.128 0.0 0.0 0.0
C -4.771 0.805 -3.575 0.0 0.0 0.0
C -3.695 1.674 -3.473 0.0 0.0 0.0
C -3.328 2.189 -2.241 0.0 0.0 0.1
C -4.014 1.862 -1.033 -0.1 0.0 -0.1
C -3.605 2.328 0.237 0.1 0.0 0.0
C -5.134 0.996 -1.209 0.0 0.0 0.0
C -5.499 0.484 -2.434 0.0 0.0 0.0
H -3.150 1.957 -4.368 0.0 0.0 0.0
H -2.496 2.886 -2.193 0.0 0.0 0.0
H -4.343 2.301 1.035 0.0 0.0 0.0
H -2.965 3.211 0.254 0.0 0.0 0.0
H -5.715 0.723 -0.334 0.0 0.0 0.0
H -6.351 -0.181 -2.512 0.0 0.0 0.0
```
Forces are in eV/Å.

Results of the Mulliken charge analysis, in e, for atoms 1 through 6: Sr 1.70; O -0.79; C 0.34; N 0.23; C -0.08; C -0.75